1.
This record from the OMol25 dataset describes a single C4H6N2 molecule at a distorted geometry. The level of theory is ωB97M-V/def2-TZVPD.

The geometry in XYZ format:
```
12
Properties=species:S:1:pos:R:3:lowdin_charge:R:1
C 0.81 -0.17 1.65 -0.049
C 0.23 -0.15 0.28 -0.363
C -1.06 -0.15 -0.08 -0.108
N -1.15 0.06 -1.47 0.007
C 0.20 0.07 -1.85 -0.203
N 1.03 -0.07 -0.86 0.109
H 0.02 -0.31 2.39 0.076
H 1.33 0.77 1.87 0.080
H 1.54 -0.98 1.74 0.076
H -1.99 -0.24 0.47 0.117
H -1.47 1.02 -1.25 0.146
H 0.51 0.14 -2.89 0.113
```

Computed properties:
Structure (SMILES) ... Cc1c[nH]cn1
Total energy ... -265.4927 Eh
HOMO-LUMO gap ... 0.369 hartree
Energy relative to the best compared isomer or geometry (same formula, charge and spin) ... 1.166 eV
HOMO energy ... -0.3323 Ha
2S+1 ... 1

***

2.
This record from the OMol25 dataset describes a single C24H31NO7 molecule. The level of theory is ωB97M-V/def2-TZVPD.

The geometry in XYZ format:
```
63
Properties=species:S:1:pos:R:3:lowdin_charge:R:1
C -5.78 -3.53 -2.27 -0.117
O -4.64 -3.48 -1.46 -0.184
C -4.19 -2.17 -1.22 -0.209
C -3.01 -2.24 -0.25 -0.129
O -2.33 -1.00 -0.15 -0.006
C -2.91 -0.05 0.62 -0.424
O -3.97 -0.23 1.18 0.091
C -2.10 1.16 0.68 -0.038
C -2.51 2.24 1.38 -0.207
C -3.77 2.32 2.18 -0.004
N -1.75 3.38 1.37 0.113
C -0.70 3.59 0.50 -0.208
C -0.22 5.00 0.47 0.001
C -0.22 2.55 -0.23 -0.028
C 0.88 2.70 -1.19 -0.432
O 1.51 3.70 -1.41 0.074
O 1.12 1.53 -1.82 -0.007
C 2.21 1.48 -2.74 -0.115
C 3.19 0.37 -2.36 -0.183
O 4.28 0.80 -1.58 -0.172
C 3.94 1.23 -0.28 -0.077
C -0.76 1.15 -0.02 -0.195
C 0.22 0.38 0.83 -0.027
C 0.77 -0.77 0.47 -0.034
C 1.73 -1.54 1.24 -0.155
C 1.86 -1.41 2.62 -0.030
C 2.79 -2.14 3.33 -0.092
C 3.61 -3.03 2.67 -0.086
C 3.51 -3.19 1.30 -0.022
C 2.57 -2.46 0.58 -0.226
O 2.41 -2.56 -0.78 -0.114
C 3.24 -3.43 -1.50 -0.081
H -6.62 -2.99 -1.82 0.089
H -5.58 -3.09 -3.26 0.088
H -6.04 -4.58 -2.39 0.088
H -4.99 -1.56 -0.78 0.125
H -3.86 -1.70 -2.16 0.135
H -2.27 -2.96 -0.62 0.136
H -3.37 -2.55 0.74 0.136
H -4.63 2.18 1.53 0.096
H -3.85 3.27 2.69 0.079
H -3.80 1.51 2.91 0.093
H -2.09 4.19 1.88 0.145
H 0.60 5.11 -0.22 0.068
H -1.03 5.66 0.17 0.093
H 0.11 5.30 1.47 0.093
H 1.78 1.27 -3.73 0.132
H 2.71 2.45 -2.77 0.130
H 3.64 -0.04 -3.26 0.128
H 2.63 -0.42 -1.84 0.109
H 3.40 2.18 -0.30 0.084
H 4.88 1.36 0.25 0.094
H 3.33 0.48 0.24 0.083
H -0.85 0.64 -0.98 0.144
H 0.47 0.85 1.78 0.127
H 0.52 -1.19 -0.50 0.123
H 1.20 -0.73 3.14 0.109
H 2.87 -2.03 4.40 0.100
H 4.35 -3.61 3.21 0.103
H 4.16 -3.89 0.80 0.102
H 2.93 -3.33 -2.54 0.095
H 4.29 -3.14 -1.41 0.100
H 3.11 -4.47 -1.18 0.097
```

Computed properties:
Structure (SMILES) ... COCCOC(=O)C1=C(C)NC(C)=C(C(=O)OCCOC)C1/C=C/c1ccccc1OC
Total energy ... -1514.5307 Eh
HOMO-LUMO gap ... 0.307 hartree
Energy relative to the best compared isomer or geometry (same formula, charge and spin) ... 3.462 eV
HOMO energy ... -0.2942 Ha
2S+1 ... 1

***

3.
This record from the OMol25 dataset describes an isolated ion of composition C8H11N4O2 and charge +1 at a distorted geometry. The level of theory is ωB97M-V/def2-TZVPD.

The geometry in XYZ format:
```
25
Properties=species:S:1:pos:R:3:lowdin_charge:R:1
C -0.16 -3.05 -0.31 0.116
N -0.09 -1.96 -0.96 0.074
C -0.16 -1.77 -2.36 -0.448
O -0.65 -2.48 -3.20 0.150
N 0.10 -0.39 -2.66 0.203
C 0.40 0.59 -1.75 -0.427
O 0.21 1.75 -1.98 0.143
C 1.13 0.13 -0.52 -0.244
C 0.31 0.46 0.66 0.077
N -0.62 1.30 0.62 0.192
C -1.41 2.24 0.77 -0.053
C -2.78 2.40 0.22 0.028
N 2.21 -0.51 -0.61 0.105
C 2.97 -0.59 0.60 -0.098
H -0.39 -2.98 0.65 0.049
H -0.02 -3.94 -0.79 0.080
H -0.14 -0.34 -3.62 0.160
H 0.43 -0.24 1.38 0.120
H -1.04 3.07 1.33 0.160
H -2.91 1.51 -0.34 0.088
H -3.31 2.62 1.04 0.051
H -2.69 3.23 -0.60 0.162
H 3.32 -1.65 0.63 0.100
H 2.64 -0.21 1.49 0.039
H 4.01 0.06 0.45 0.174
```

Computed properties:
Net charge ... +1
Structure (SMILES) ... C=NC(=O)NC(=O)/C(C=[N+]=CC)=N/C
Total energy ... -680.5546 Eh
HOMO-LUMO gap ... 0.304 hartree
Energy relative to the best compared isomer or geometry (same formula, charge and spin) ... 4.887 eV
HOMO energy ... -0.4975 Ha
2S+1 ... 1

***

4.
This record from the OMol25 dataset describes C23H53EuNO4P3 as an isolated structure at a distorted geometry. The level of theory is ωB97M-V/def2-TZVPD.

The geometry in XYZ format:
```
85
Properties=species:S:1:pos:R:3:lowdin_charge:R:1
Eu 0.24 0.22 -0.47 1.306
P -0.42 -1.80 -2.16 0.901
P -0.18 2.87 -0.20 0.909
N 1.02 1.01 -2.65 -0.230
C 1.19 -1.46 -3.08 -0.284
H 1.87 -2.29 -2.85 0.091
H 0.96 -1.55 -4.16 0.092
C 1.95 -0.13 -2.77 -0.272
H 2.54 -0.20 -1.83 0.092
H 2.64 0.07 -3.60 0.137
C 1.52 2.41 -2.55 -0.213
H 0.90 3.03 -3.22 0.129
H 2.54 2.41 -2.95 0.129
C 1.48 2.93 -1.09 -0.314
H 1.82 3.98 -1.08 0.101
H 2.23 2.34 -0.52 0.058
C 0.00 3.27 1.61 -0.515
C 0.21 1.96 2.42 -0.148
H 1.23 1.54 2.30 0.059
H -0.55 1.21 2.13 0.025
H 0.06 2.17 3.50 0.096
C -1.30 3.99 -1.06 -0.550
C -2.77 3.71 -0.64 -0.106
H -3.39 3.80 -1.55 0.095
H -3.12 4.44 0.10 0.078
H -2.89 2.69 -0.24 0.032
C -1.72 -2.20 -3.38 -0.535
C -3.01 -2.75 -2.70 -0.093
H -3.83 -2.60 -3.42 0.096
H -3.24 -2.18 -1.78 0.066
H -2.95 -3.84 -2.50 0.079
C -0.18 -3.30 -1.10 -0.605
C -1.35 -3.48 -0.09 -0.142
H -0.97 -4.09 0.74 0.082
H -2.18 -4.03 -0.57 0.081
H -1.74 -2.53 0.34 0.031
C -2.38 0.11 0.10 -0.206
C -0.76 5.41 -0.89 -0.109
H 0.09 5.48 -0.18 0.073
H -0.43 5.78 -1.87 0.089
H -1.57 6.08 -0.56 0.090
C -1.16 -3.03 -4.55 -0.107
H -1.91 -3.77 -4.86 0.093
H -1.04 -2.34 -5.41 0.087
H -0.19 -3.52 -4.32 0.062
C 0.10 -4.56 -1.91 -0.105
H 0.32 -5.34 -1.16 0.096
H -0.78 -4.86 -2.50 0.083
H 0.99 -4.44 -2.54 0.081
C -1.24 4.02 2.14 -0.094
H -2.15 3.41 2.00 0.087
H -1.08 4.18 3.22 0.095
H -1.35 5.00 1.66 0.079
H 0.90 3.90 1.68 0.121
H 0.77 -3.10 -0.54 0.035
H -1.20 3.69 -2.13 0.108
H -1.99 -1.19 -3.77 0.102
O -3.49 -0.05 0.40 0.065
H 0.28 0.97 -3.34 0.101
H -1.56 0.76 -1.70 -0.029
C -2.41 -2.04 3.96 -0.047
C -1.45 -1.07 3.33 -0.207
O -0.64 -1.91 2.36 -0.374
P 0.78 -1.92 1.57 1.123
O 1.89 -2.20 2.65 -0.309
C 1.76 -2.09 4.10 -0.210
C 2.06 -0.73 4.63 -0.059
O 2.08 -0.07 0.88 -0.571
C 3.43 -0.19 1.27 -0.371
C 4.41 0.69 0.52 -0.074
H -3.00 -2.55 3.19 0.095
H -3.11 -1.54 4.62 0.096
H -1.85 -2.76 4.55 0.087
H -1.96 -0.32 2.71 0.081
H -0.77 -0.60 4.05 0.111
H 0.71 -2.40 4.34 0.117
H 2.44 -2.85 4.41 0.130
H 1.40 0.09 4.28 0.067
H 1.95 -0.80 5.71 0.103
H 3.13 -0.46 4.47 0.097
H 3.49 0.06 2.34 0.092
H 3.73 -1.24 1.09 0.115
H 5.38 0.53 1.00 0.092
H 4.54 0.41 -0.55 0.077
H 4.18 1.78 0.61 0.082
```

Computed properties:
Net charge ... +2
Total energy ... -2997.6215 Eh
<S²> ... 12.148
HOMO-LUMO gap (spin up / spin down) ... 0.240 / 0.243 hartree
Energy relative to the best compared isomer or geometry (same formula, charge and spin) ... 2.468 eV
HOMO energy (spin up / spin down) ... -0.4932 / -0.4931 Ha
2S+1 ... 7

***

5.
This record from the OMol25 dataset describes C25H34ClN2P2Se4Ta as an isolated structure. The level of theory is ωB97M-V/def2-TZVPD.

The geometry in XYZ format:
```
69
Properties=species:S:1:pos:R:3:lowdin_charge:R:1
Ta -2.11 0.25 -1.06 0.637
C -2.59 -0.81 2.68 -0.302
P -1.43 0.11 1.62 0.915
C 0.04 -0.97 1.73 -0.427
N 0.23 -1.61 2.86 0.148
C 1.32 -2.39 2.96 -0.184
C 1.57 -3.11 4.16 0.008
C 2.69 -3.88 4.25 -0.029
C 3.60 -3.98 3.17 -0.029
C 3.39 -3.31 2.00 0.008
C 2.23 -2.50 1.88 -0.181
N 2.00 -1.85 0.72 0.153
C 0.92 -1.11 0.63 -0.405
P 0.60 -0.25 -0.95 0.978
C 1.70 1.20 -0.82 -0.201
C 1.42 -1.22 -2.32 -0.683
C 1.20 -0.42 -3.62 -0.115
C 0.85 -2.64 -2.37 -0.100
C 2.95 -1.35 -2.15 -0.080
C -1.07 1.62 2.70 -0.669
C -0.91 1.17 4.17 -0.080
C -2.26 2.58 2.64 -0.069
C 0.22 2.33 2.31 -0.078
H -2.07 -1.06 3.60 0.049
H -2.92 -1.74 2.23 -0.019
H -3.47 -0.20 2.89 0.051
H 0.86 -3.01 4.97 0.123
H 2.89 -4.42 5.16 0.121
H 4.48 -4.60 3.28 0.121
H 4.06 -3.38 1.17 0.122
H 2.67 0.84 -0.48 0.067
H 1.35 1.94 -0.11 0.020
H 1.82 1.65 -1.80 0.041
H 0.26 0.14 -3.67 -0.006
H 1.21 -1.10 -4.47 0.103
H 2.01 0.30 -3.76 0.086
H -0.22 -2.67 -2.59 -0.025
H 1.03 -3.16 -1.43 0.082
H 1.37 -3.19 -3.15 0.104
H 3.45 -0.39 -2.06 0.076
H 3.32 -1.80 -3.07 0.103
H 3.22 -1.98 -1.32 0.064
H -1.84 0.82 4.61 0.083
H -0.60 2.04 4.74 0.100
H -0.15 0.40 4.30 0.077
H -3.18 2.12 2.99 0.085
H -2.43 3.00 1.65 0.059
H -2.05 3.42 3.31 0.106
H 1.08 1.65 2.27 0.086
H 0.44 3.07 3.08 0.102
H 0.15 2.88 1.38 0.056
Se -2.18 -0.94 -3.31 0.239
Se -3.03 -2.95 -2.44 0.227
Se -2.69 -2.30 -0.25 0.152
Se -4.30 -0.61 -0.13 0.257
Cl -3.96 1.70 -2.20 0.711
C -2.55 2.25 -3.12 -0.603
C -2.62 2.39 -4.49 -0.071
C -1.47 2.84 -5.12 -0.015
C -0.32 3.14 -4.37 -0.027
C -0.30 2.98 -3.00 -0.021
C -1.44 2.51 -2.32 -0.367
C -1.55 2.30 -0.86 -0.329
H -3.52 2.17 -5.04 0.131
H -1.46 2.98 -6.19 0.129
H 0.55 3.53 -4.88 0.127
H 0.57 3.27 -2.44 0.117
H -2.37 2.86 -0.40 0.062
H -0.63 2.51 -0.33 0.024
```

Computed properties:
Net charge ... +2
Total energy ... -11887.7622 Eh
HOMO-LUMO gap ... 0.262 hartree
Energy relative to the best compared isomer or geometry (same formula, charge and spin) ... 0.000 eV
HOMO energy ... -0.5176 Ha
2S+1 ... 1

***

6.
This record from the OMol25 dataset describes a 2-piece molecular cluster, C7H12 overall at a distorted geometry. The level of theory is ωB97M-V/def2-TZVPD.

The geometry in XYZ format:
```
19
Properties=species:S:1:pos:R:3:lowdin_charge:R:1
C -3.05 0.60 0.15 -0.025
C -2.12 -0.07 -0.82 -0.298
C -0.70 0.01 -0.25 -0.297
C 0.34 -0.68 -1.10 -0.238
C 1.63 -0.53 -0.46 -0.058
C 2.65 -0.35 0.17 -0.136
C 3.67 -0.03 1.16 -0.140
H -3.38 0.06 1.02 0.029
H -1.57 1.74 1.72 0.135
H -3.84 1.21 -0.30 0.045
H -2.39 -1.14 -0.95 0.119
H -2.13 0.38 -1.82 0.111
H -0.72 -0.45 0.75 0.110
H -0.42 1.07 -0.19 0.091
H 0.08 -1.73 -1.20 0.118
H 0.35 -0.20 -2.08 0.121
H 2.96 0.43 2.11 0.158
H 4.43 0.65 0.66 0.081
H 4.23 -0.97 1.42 0.072
```

Computed properties:
Total energy ... -273.6666 Eh
HOMO-LUMO gap (spin up / spin down) ... 0.346 / 0.309 hartree
Energy relative to the best compared isomer or geometry (same formula, charge and spin) ... 6.583 eV
HOMO energy (spin up / spin down) ... -0.3359 / -0.3177 Ha
2S+1 ... 1